(one)
This record from the OMol25 dataset describes a structure of composition C21H29ClGeN2O4Pd. The level of theory is the ωB97M-V functional and the def2-TZVPD basis.

Results
Gap between HOMO and LUMO ... 5.597 eV
E_HOMO ... -1.232 eV

```
! RIJCOSX wB97M-V def2-TZVPD def2/J DEFGRID3
* xyz -2 1
H -1.5778 -2.8207 2.9205
H 1.9104 7.2958 0.9276
Cl 4.5661 -2.7258 -4.2076
C 1.6393 0.6917 -3.8644
H 0.3239 7.3365 0.1709
O 0.2287 5.9776 2.5137
C 1.1604 6.6833 0.4257
H 2.7009 -2.0249 -2.1371
N 0.7383 4.3774 0.9709
H -3.1569 -2.2451 0.2427
H -1.9984 -4.5347 2.6729
H 1.3094 -2.4735 0.5917
C 0.3053 3.2542 1.7656
C 0.3517 -2.1854 0.1386
H 1.1324 4.2061 0.0342
H 3.0717 1.4393 -6.8686
O 0.7244 1.6996 -3.8417
H 1.5747 6.2363 -0.4768
H 1.0858 -0.1878 -1.9723
C 2.3271 1.6135 -6.0895
C 3.4223 -1.3991 -4.0619
H 0.4892 -2.1440 -0.9478
C -2.6587 2.1436 -0.3612
H 2.4646 2.6002 -5.6429
H 0.0274 3.6267 2.7515
Pd -0.4000 -0.3889 0.9806
H 0.3893 -5.7122 0.3258
C 2.6368 -1.2943 -2.9322
C 1.8627 3.5798 -2.6588
H -1.2993 3.8458 -0.3921
C -2.2053 0.6004 1.4248
H 1.1272 2.5469 1.9010
C -0.8664 2.4924 1.1893
C 0.7254 2.5347 -2.6803
C -1.5774 2.9251 0.1017
C -2.7264 -3.1155 -0.2541
H -2.6304 -0.1145 2.1272
C 0.6622 5.6446 1.4097
C -2.9717 0.9847 0.2834
H -0.4414 -5.3733 -1.1959
Ge -0.9633 -3.5170 0.5373
C 3.3270 -0.4814 -5.0956
O 2.5944 3.6846 -3.6522
H 0.7444 1.9419 -1.7636
H 3.9622 -0.5847 -5.9670
H -3.2204 2.4609 -1.2327
C -1.2501 -3.7615 2.4765
H -0.2263 3.0654 -2.7013
N -1.1917 1.3755 1.9016
H -3.4128 -3.9614 -0.1579
H 1.3335 1.5969 -6.5444
O 1.8966 4.2461 -1.5885
C 1.7358 -0.2412 -2.8388
H -3.7837 0.3491 -0.0479
C 2.4367 0.5789 -5.0095
H -2.6159 -2.8719 -1.3128
H -1.3408 -6.0705 0.1652
H -0.3160 -4.0540 2.9620
C -0.5510 -5.3643 -0.1089
*
```

Löwdin population analysis, charges in e, atoms 1 to 2: H -0.012; H 0.072

***

(two)
This record from the OMol25 dataset describes a structure of composition C21H29ClGeN2O4Pd. The level of theory is the ωB97M-V functional and the def2-TZVPD basis.

Results
Gap between HOMO and LUMO ... 3.459 eV
E_HOMO ... 0.804 eV

```
! RIJCOSX wB97M-V def2-TZVPD def2/J DEFGRID3
* xyz -2 1
O 1.3424 -0.1927 1.8228
H 4.1367 -1.9327 -1.7455
H 0.7081 0.2309 -1.6865
H 2.4490 4.1021 3.5354
C 2.4240 -5.0134 -0.1406
C 1.6443 -2.4777 2.3348
H -3.5873 -0.2394 2.6549
H 1.1409 -2.6935 3.2777
C 2.3353 -3.7536 0.4755
C 3.8019 -4.0463 -1.8505
H -1.9906 -1.4421 -3.1544
Cl 4.7608 -4.2560 -3.3009
H -0.3676 1.8928 -5.1198
H -2.8124 4.4665 0.9694
C -2.4915 -0.6022 -2.6650
H 1.6526 -7.0149 -0.2331
N -0.1214 2.7198 1.8644
C 1.0506 2.8526 2.4918
H -2.0083 3.1536 0.0363
C 3.1752 -5.1515 -1.2966
O -3.2927 0.9068 0.1544
N -2.8891 2.5086 1.7865
C 1.7073 -6.1837 0.4709
H -3.4807 -0.4729 -3.1128
C -2.5903 2.6271 -2.7718
C -2.1935 3.5653 1.0391
C -0.8725 3.8324 1.6901
C -0.4817 5.0736 2.1701
H 1.0478 6.1497 3.2499
C 0.8545 -1.3234 1.6190
C 3.6744 -2.7946 -1.2853
H -3.1102 2.7572 -3.7263
H 0.6980 -5.8928 0.7614
C 2.9387 -2.6475 -0.1149
H -2.6125 -0.8256 -1.6055
H -1.8406 0.9443 -5.4133
C -2.7454 1.1757 1.2474
H -2.0379 0.4795 3.1936
O -0.1512 -1.6685 0.9800
H 2.8117 -1.6590 0.3095
H 1.6241 1.9355 2.5772
H -3.3252 2.5002 -1.9747
H -1.1243 5.9345 2.0247
H 2.6640 -2.1375 2.5385
C 0.0707 1.1179 -1.5969
Ge -1.3885 1.0346 -2.8302
H 2.2183 -6.5238 1.3757
C -2.5930 0.1026 2.3328
Pd -0.7697 0.9981 0.4336
C 0.7234 5.1967 2.8485
C -0.9207 0.9982 -4.8179
C 1.5066 4.0537 3.0025
H -2.0206 3.5391 -2.5713
H -2.0522 -0.7386 1.8975
H 3.2666 -6.1236 -1.7644
O 1.6670 -3.7220 1.6371
H -2.5914 2.5324 2.7506
H 0.6767 2.0226 -1.7127
H -0.3085 0.1253 -5.0629
*
```

Löwdin population analysis, charges in e, atoms 1 to 2: O -0.079; H 0.105

***

Which of them is the most stable, and which is the least stable? (one) and (two), in that order.

***

(one)
This record from the OMol25 dataset describes an isolated molecule of C4H4IN. The level of theory is the ωB97M-V functional and the def2-TZVPD basis.

Results
Gap between HOMO and LUMO (alpha / beta) ... 7.065 / 7.066 eV
E_HOMO (alpha / beta) ... -7.972 / -7.973 eV

```
! RIJCOSX wB97M-V def2-TZVPD def2/J DEFGRID3
* xyz 0 1
I 3.0288 0.9404 -0.7070
N 0.0863 1.2553 -0.9883
C -0.8669 -0.6920 0.0930
H -1.6677 0.4227 -1.5388
H 0.7797 -0.0051 1.4657
C -0.0269 -0.7362 1.1433
C -0.8924 0.3420 -0.9297
H 0.0249 -1.6901 1.8204
H -1.5140 -1.4613 -0.0413
C 1.0482 1.6242 -0.3175
*
```

Löwdin population analysis, charges in e, atoms 1 to 2: I 0.670; N -0.074

***

(two)
This record from the OMol25 dataset describes an isolated molecule of C4H4IN. The level of theory is the ωB97M-V functional and the def2-TZVPD basis.

Results
Gap between HOMO and LUMO ... 6.509 eV
E_HOMO ... -7.799 eV

```
! RIJCOSX wB97M-V def2-TZVPD def2/J DEFGRID3
* xyz 0 1
N 0.1455 1.9590 0.0683
C 1.6394 -0.3033 -0.0120
H -1.7404 -0.8161 -0.4808
C -0.8620 -0.2302 0.0993
H -1.0866 -0.2851 1.2022
H -1.7235 1.6991 -0.4352
I 3.6596 -0.3425 0.0108
C -0.8270 1.3085 -0.1248
C 0.5240 -0.9637 -0.0671
H 0.2711 -2.0258 -0.2606
*
```

Löwdin population analysis, charges in e, atoms 1 to 2: N 0.176; C -0.665

***

Which of them is the most stable, and which is the least stable? (one) and (two), in that order.